#a
The ion H3NOP with charge -1, computed with ωB97M-V/def2-TZVPD.

Results
Molar mass (g mol⁻¹): 64.00
SMILES: N=[PH2][O-]

Geometry as ORCA input:
```
! RIJCOSX wB97M-V def2-TZVPD def2/J DEFGRID3
* xyz -1 1
N 0.45351 0.05400 1.26884
P 0.16411 -0.16864 -0.28154
O 1.21635 -0.76429 -1.16559
H -0.19274 0.68394 1.70074
H -1.06136 -0.85370 -0.49762
H -0.57987 1.04868 -1.02484
*
```



#b
The ion H3NOP with charge -1, computed with ωB97M-V/def2-TZVPD.

Results
Molar mass (g mol⁻¹): 64.00
SMILES: N=[PH2][O-]

Geometry as ORCA input:
```
! RIJCOSX wB97M-V def2-TZVPD def2/J DEFGRID3
* xyz -1 1
N 1.20572 -0.30563 0.73045
P -0.04825 -0.09782 -0.38199
O -0.23716 -0.11835 -1.92127
H 1.08639 0.10104 1.63152
H -1.27502 -0.67211 -0.00052
H -0.73167 1.09287 -0.05820
*
```



Which structure is the least stable? The one labeled #b.



#a
The ion C2 with charge +1, computed with ωB97M-V/def2-TZVPD.

Results
Molar mass (g mol⁻¹): 24.02

Geometry as ORCA input:
```
! RIJCOSX wB97M-V def2-TZVPD def2/J DEFGRID3
* xyz 1 2
C 0.15082 0.80449 0.35451
C -0.15082 -0.80449 -0.35451
*
```



#b
The ion C2 with charge +1, computed with ωB97M-V/def2-TZVPD.

Results
Molar mass (g mol⁻¹): 24.02

Geometry as ORCA input:
```
! RIJCOSX wB97M-V def2-TZVPD def2/J DEFGRID3
* xyz 1 2
C 0.00000 0.00000 0.92222
C 0.00000 0.00000 -0.92222
*
```



Which structure is the least stable? The one labeled #b.



#a
A cluster of 2 separate species, C3H9O3 in total, computed with ωB97M-V/def2-TZVPD.

Results
Molar mass (g mol⁻¹): 93.10

Geometry as ORCA input:
```
! RIJCOSX wB97M-V def2-TZVPD def2/J DEFGRID3
* xyz -1 1
C 0.67285 -0.19399 0.63218
O 0.86107 -0.42917 -0.67468
C -0.86775 -0.25499 1.09814
C -1.80469 0.33350 0.07998
O -2.72188 -0.59329 -0.63080
H 1.23526 -0.86779 1.34304
H 0.86786 0.83976 0.93689
H -0.83506 0.42375 1.94711
H -1.24026 -1.18664 1.54204
H -2.41299 1.16824 0.43208
H -1.17507 0.61906 -0.77247
H -2.06649 -1.16665 -1.05733
H 3.55862 1.00181 -1.28751
H 2.60209 -0.10689 -1.58073
O 3.32645 0.41328 -2.00797
*
```



#b
A cluster of 2 separate species, C3H9O3 in total, computed with ωB97M-V/def2-TZVPD.

Results
Molar mass (g mol⁻¹): 93.10

Geometry as ORCA input:
```
! RIJCOSX wB97M-V def2-TZVPD def2/J DEFGRID3
* xyz -1 1
C 0.59803 -0.37586 -0.51615
O 1.20080 0.45817 0.37914
C -0.92706 -0.84797 0.09008
C -1.45622 0.32596 0.87638
O -2.88122 0.21963 1.29446
H 0.46524 0.09990 -1.51785
H 1.08938 -1.36301 -0.32625
H -0.84505 -1.82022 0.54309
H -1.46812 -0.97798 -0.85460
H -0.85065 0.26592 1.78856
H -1.21115 1.29381 0.43401
H -3.22898 -0.26771 0.54065
H 3.45749 1.56088 -1.35370
H 2.57424 0.73080 -0.45386
O 3.48326 0.69768 -0.92396
*
```



#c
A structure of composition C3H9O3, computed with ωB97M-V/def2-TZVPD.

Results
Molar mass (g mol⁻¹): 93.10

Geometry as ORCA input:
```
! RIJCOSX wB97M-V def2-TZVPD def2/J DEFGRID3
* xyz -1 1
C -0.71678 -1.29865 -0.60377
C -0.97426 0.27180 -0.89019
O -0.09866 0.90107 0.00284
C -0.65023 -1.37648 1.01850
O 0.55389 -0.90333 1.67137
H 0.37152 -1.26062 -0.84221
H -1.37813 -2.11175 -1.12763
H -0.77909 0.72457 -1.97130
H -1.98955 0.56515 -0.52441
H 0.76305 -0.26716 0.88314
H -1.34732 -0.51063 1.18082
H -0.92021 -2.35360 1.43187
H 2.14281 1.39075 -1.37685
H 0.86933 1.33446 -0.42127
O 1.58417 2.11586 -0.97164
*
```



#d
A cluster of 2 separate species, C3H9O3 in total, computed with ωB97M-V/def2-TZVPD.

Results
Molar mass (g mol⁻¹): 93.10

Geometry as ORCA input:
```
! RIJCOSX wB97M-V def2-TZVPD def2/J DEFGRID3
* xyz -1 1
C 0.65113 -0.15490 0.65844
O 0.84351 0.81964 -0.23066
C -0.85660 -0.41677 1.02760
C -1.65945 -0.60974 -0.24919
O -3.10645 -0.46170 -0.11788
H 1.11686 -1.27553 0.34835
H 1.12183 -0.01780 1.65993
H -1.11557 0.55934 1.43530
H -1.01311 -1.26580 1.82836
H -1.45062 0.26742 -0.90395
H -1.38784 -1.65306 -0.55480
H -3.56691 -0.95868 -0.79812
H 3.32898 0.83583 -1.72089
H 2.88690 0.85159 -0.23470
O 3.67463 0.79895 -0.82724
*
```



Which structure is the least stable? The one labeled #c.